A structure of composition C5H8HgO3, computed with the ωB97M-V functional and the def2-TZVPD basis.

Net charge: +1
Orbital gap (spin up / spin down): 8.750 / 5.555 eV
Spin multiplicity: 2
HOMO level (spin up / spin down): -12.7 / -12.8 eV
E_LUMO (spin up / spin down): -4.0 / -7.2 eV
ΔE to the lowest compared entry with this formula, charge and spin: 5.1 kcal per mole

Each line ends with the Löwdin charge.
Cartesian coordinates (Å):
Hg  -0.500  -1.173  1.389  1.06
O  -0.175  -1.513  -0.780  -0.06
O  1.408  -0.016  -1.312  0.11
O  0.304  -0.947  -2.949  0.01
C  1.622  0.842  0.923  0.03
C  -0.490  -1.832  -3.504  0.18
C  -1.927  1.200  1.469  -0.12
C  1.990  -0.066  0.025  -0.11
C  0.454  -0.862  -1.567  -0.54
H  -1.535  0.997  2.478  0.00
H  -2.684  0.424  1.292  0.03
H  -2.379  2.195  1.549  0.05
H  2.812  -0.774  0.126  0.15
H  2.135  0.790  1.887  0.10
H  -0.976  1.371  0.836  0.01
H  0.976  1.713  0.816  0.08
H  -1.035  -2.350  -2.679  0.03

---

A structure of composition C40H57Br45F3N2O7PS2, computed with the ωB97M-V functional and the def2-TZVPD basis.

Net charge: 0
Orbital gap: 8.367 eV
HOMO level: -9.4 eV
E_LUMO: -1.0 eV
ΔE to the lowest compared entry with this formula, charge and spin: 134.1 kcal per mole

Each line ends with the Löwdin charge.
Cartesian coordinates (Å):
Br  5.132  -3.855  4.489  0.56
Br  7.455  -13.787  6.185  0.57
Br  3.277  -7.666  2.386  0.56
Br  5.168  -1.388  6.545  0.57
Br  -10.385  -11.367  0.270  0.56
Br  -8.755  -9.335  -1.607  0.54
Br  -4.888  -9.118  0.681  0.57
Br  5.574  5.035  -9.260  0.54
Br  5.822  11.948  -0.501  0.54
Br  4.867  -9.337  4.620  0.56
Br  -4.954  -6.618  2.695  0.55
Br  -8.613  1.281  5.043  0.54
Br  -5.221  0.666  -5.914  0.90
Br  8.954  11.573  0.099  0.55
Br  2.665  -3.401  6.495  0.55
Br  -2.137  3.664  -4.467  0.60
Br  4.095  7.963  -2.422  0.59
Br  -5.187  4.611  -4.825  0.59
Br  5.994  -10.374  12.537  0.55
Br  -8.076  -12.472  -1.670  0.56
Br  -10.080  -2.394  2.025  0.57
Br  7.501  -11.318  8.238  0.57
Br  4.014  3.111  -7.220  0.53
Br  6.422  -13.530  12.946  0.56
Br  3.480  -12.367  12.395  0.55
Br  6.786  7.252  -5.985  0.51
Br  -2.905  -0.415  -7.878  0.56
Br  -3.582  2.726  -7.789  0.51
Br  8.112  4.498  -6.952  0.54
Br  9.510  6.434  -0.826  0.58
Br  4.994  -13.321  8.194  0.58
Br  6.471  -7.417  2.608  0.55
Br  7.991  12.772  -2.719  0.55
Br  -4.209  3.386  -2.022  0.73
Br  -7.081  -1.583  2.838  0.56
Br  1.623  5.911  -2.412  0.96
Br  -6.969  -0.296  7.304  0.56
Br  9.971  7.046  -6.335  0.57
Br  4.062  5.470  -4.448  0.56
Br  -7.382  -8.718  2.666  0.57
Br  -5.431  1.649  5.263  0.55
Br  -7.596  -4.104  0.920  0.61
Br  8.018  8.573  -2.697  0.53
Br  6.827  7.870  0.201  0.53
Br  2.382  4.727  -9.466  0.57
S  4.857  4.471  -0.232  0.75
S  1.497  3.634  1.443  0.80
P  3.162  -0.304  1.510  0.85
F  2.890  -1.910  -3.467  0.09
F  3.756  -0.469  -5.040  0.07
F  4.725  -0.658  -3.019  0.06
O  2.317  4.784  1.991  -0.32
O  1.354  0.550  -3.923  -0.03
O  0.248  3.580  2.266  -0.29
O  -1.582  2.763  -1.007  -0.06
O  2.385  2.256  1.777  -0.22
O  3.225  -0.304  3.044  -0.43
O  0.065  6.492  0.812  0.11
N  3.984  1.729  -0.788  0.08
N  -0.046  4.612  -0.727  -0.06
C  -8.690  -10.984  -0.590  -1.63
C  -3.704  4.406  -3.593  -1.53
C  -5.505  0.352  -3.491  -0.37
C  -5.164  -1.929  -0.537  -0.25
C  0.141  -1.152  2.945  -0.19
C  -0.138  6.037  -0.318  -0.46
C  -6.506  -0.355  -4.589  -0.44
C  -1.509  -3.016  2.000  -0.20
C  4.067  -2.554  5.456  -1.61
C  -8.285  -3.032  2.382  -1.57
C  -2.843  -2.936  1.091  -0.21
C  2.176  0.228  -1.546  -0.05
C  -5.999  0.153  -1.966  -0.21
C  0.585  0.693  1.020  -0.14
C  1.617  2.714  -1.336  -0.07
C  7.611  12.622  -0.824  -1.61
C  -2.710  -1.588  0.205  -0.20
C  1.237  3.952  -0.368  -0.36
C  6.396  -12.482  7.151  -1.61
C  2.535  0.561  -3.100  -0.22
C  -6.247  -1.397  -1.588  -0.20
C  -6.005  -7.841  1.620  -1.62
C  3.457  -0.643  -3.663  -0.38
C  0.187  0.416  2.550  -0.18
C  -1.239  3.824  -0.455  -0.40
C  7.808  7.210  -1.335  -1.60
C  4.390  2.918  -0.559  -0.58
C  -2.288  4.413  0.624  -0.03
C  2.130  1.177  0.840  -0.46
C  -3.660  -1.795  -1.089  -0.19
C  8.341  6.098  -5.884  -1.59
C  -0.562  7.126  -1.469  -0.13
C  3.924  4.725  -8.291  -1.61
C  -1.351  -1.761  2.994  -0.18
C  -3.520  1.065  -6.784  -1.52
C  2.995  6.769  -3.482  -1.46
C  2.503  1.564  -0.670  -0.39
C  -7.079  1.313  6.228  -1.62
C  4.812  -7.709  3.569  -1.63
C  5.379  -12.151  12.068  -1.63
H  -5.351  1.444  -3.741  0.00
H  -7.363  -0.912  -4.049  0.10
H  7.652  13.627  -0.410  -0.03
H  2.486  7.380  -4.225  -0.01
H  2.517  -1.510  1.052  0.04
H  0.377  -0.277  0.446  0.10
H  8.436  5.778  -4.848  -0.03
H  -0.893  0.795  2.672  0.11
H  -3.493  -0.896  -1.762  0.09
H  -2.166  -0.977  2.829  0.10
H  0.626  -1.242  3.966  0.11
H  -7.957  -10.841  0.202  -0.07
H  3.578  -1.926  4.712  -0.07
H  0.697  -1.725  2.138  0.06
H  0.719  2.217  -1.818  0.13
H  -8.345  -3.682  3.252  -0.02
H  -1.660  7.395  -1.245  0.10
H  0.801  0.985  3.312  0.11
H  -6.512  -7.245  0.864  -0.05
H  -7.026  0.417  -5.306  0.03
H  5.908  -11.855  6.407  -0.06
H  -3.299  -2.752  -1.590  0.11
H  -3.086  5.065  0.139  0.07
H  -0.640  -3.133  1.269  0.10
H  2.843  -0.649  -1.270  0.11
H  -2.914  -3.837  0.399  0.11
H  7.213  6.411  -1.773  -0.05
H  4.699  -6.882  4.268  -0.07
H  -5.125  0.503  -1.316  0.08
H  -5.376  -2.995  -0.160  0.04
H  -1.572  -3.966  2.623  0.10
H  -5.247  -1.249  0.385  0.08
H  -4.510  -0.211  -3.570  0.10
H  -7.287  -1.474  -1.101  0.10
H  -1.783  4.903  1.510  0.08
H  3.162  1.496  -3.219  0.16
H  -1.631  -1.342  -0.064  0.10
H  2.039  4.732  -0.625  0.01
H  -6.881  0.824  -1.696  0.11
H  -6.222  -2.092  -2.489  0.11
H  0.852  -0.285  -3.769  0.12
H  -0.148  1.462  0.619  0.10
H  -5.917  -1.149  -5.147  0.04
H  -0.411  6.751  -2.519  -0.01
H  -1.505  -2.146  4.063  0.11
H  4.429  -0.238  0.852  0.03
H  5.533  -12.269  10.997  -0.09
H  2.237  3.137  -2.208  0.11
H  -2.783  1.203  -5.993  -0.07
H  0.026  8.087  -1.255  0.10
H  -7.223  2.145  6.913  -0.03
H  1.069  -0.026  -1.550  0.13
H  -2.847  3.499  1.038  0.10
H  3.800  5.558  -7.602  -0.06
H  -3.787  -2.910  1.722  0.10
H  -3.434  5.403  -3.251  -0.03
H  -3.149  -0.749  0.844  0.10

---

A structure of composition C55H48FN4OP2STi, computed with the ωB97M-V functional and the def2-TZVPD basis.

Net charge: +2
Orbital gap (spin up / spin down): 7.162 / 7.645 eV
Spin multiplicity: 2
HOMO level (spin up / spin down): -12.5 / -13.1 eV
E_LUMO (spin up / spin down): -5.3 / -5.4 eV
ΔE to the lowest compared entry with this formula, charge and spin: 38.9 kcal per mole

Each line ends with the Löwdin charge.
Cartesian coordinates (Å):
Ti  -0.206  -0.141  -0.645  0.80
S  1.580  1.649  0.993  0.91
P  -1.660  1.655  0.995  1.10
P  1.629  -1.690  0.557  1.11
F  -0.967  -1.052  0.652  -0.43
O  2.786  2.416  0.610  -0.45
N  -0.090  -1.402  -2.155  -0.06
N  -2.278  -0.129  -1.481  0.02
N  3.318  0.585  -1.411  0.10
N  0.385  1.264  -2.339  -0.19
C  -0.725  2.916  1.934  -0.35
C  3.596  -3.749  0.331  -0.09
C  2.197  0.519  2.282  -0.33
C  -0.622  -5.098  2.784  -0.06
C  -3.766  1.105  2.880  -0.07
C  -4.187  2.019  -0.137  -0.13
C  -0.467  -3.857  3.382  -0.05
C  3.592  -1.020  4.120  -0.03
C  2.981  -2.625  -1.695  -0.12
C  -3.371  -0.246  4.837  -0.06
C  2.869  -2.744  -0.309  -0.35
C  -5.194  2.729  -0.773  -0.06
C  -0.103  -5.316  1.517  -0.06
C  2.663  1.084  3.463  -0.05
C  0.574  -4.302  0.855  -0.11
C  -4.262  -1.492  -1.588  -0.02
C  -4.787  -0.700  -2.600  -0.02
C  -0.510  -3.093  -4.326  0.00
C  -2.995  2.649  0.226  -0.36
C  -2.787  0.628  -2.459  -0.26
C  -0.649  4.874  3.340  -0.03
C  -5.021  4.074  -1.064  -0.06
C  3.359  0.320  4.381  -0.03
C  3.920  2.064  -3.179  -0.01
C  5.617  0.848  -2.054  -0.03
C  -0.445  -2.692  -1.977  -0.11
C  -3.826  4.701  -0.740  -0.06
C  -1.600  0.136  3.266  -0.11
C  0.024  -0.947  -3.419  -0.23
C  4.585  -4.410  -1.759  -0.06
C  -2.052  -0.432  4.443  -0.06
C  3.101  -1.591  2.961  -0.07
C  4.461  -4.561  -0.385  -0.05
C  -3.031  -1.171  -1.063  -0.12
C  0.516  0.462  -3.581  -0.09
C  1.610  2.129  -2.319  -0.13
C  2.404  -0.844  2.010  -0.33
C  -1.376  3.905  2.674  -0.07
C  -0.185  -1.760  -4.517  0.02
C  -2.817  3.993  -0.104  -0.10
C  0.739  4.893  3.250  -0.03
C  5.256  1.718  -3.064  -0.03
C  -0.641  -3.561  -3.026  0.00
C  2.991  1.512  -2.307  -0.30
C  3.829  -3.452  -2.415  -0.06
C  0.664  2.891  1.938  -0.35
C  -4.219  0.527  4.059  -0.06
C  -0.732  2.255  -2.405  -0.17
C  0.209  -2.844  2.722  -0.09
C  -2.051  1.814  -3.015  -0.09
C  -2.454  0.895  2.467  -0.33
C  4.615  0.305  -1.271  -0.11
C  0.751  -3.052  1.454  -0.35
C  1.399  3.906  2.543  -0.08
C  -4.033  0.370  -3.029  -0.01
H  1.304  5.677  3.735  0.12
H  -1.938  1.647  -4.089  0.13
H  -0.896  2.628  -1.396  0.08
H  5.996  2.145  -3.728  0.12
H  -2.638  -1.765  -0.252  0.11
H  -3.682  5.748  -0.974  0.12
H  5.023  -5.326  0.133  0.12
H  -0.069  -1.355  -5.513  0.13
H  3.469  -3.939  1.385  0.10
H  -0.890  -4.594  -2.829  0.13
H  4.877  -0.381  -0.478  0.12
H  -0.212  -6.283  1.044  0.11
H  -4.396  1.031  -3.804  0.13
H  -4.440  1.724  2.307  0.10
H  -1.894  4.498  0.151  0.11
H  3.257  -2.647  2.808  0.10
H  3.723  0.773  5.293  0.12
H  -1.164  5.636  3.909  0.12
H  -0.651  -3.753  -5.171  0.13
H  6.651  0.594  -1.871  0.12
H  1.578  2.737  -3.229  0.13
H  -5.241  0.694  4.372  0.11
H  -4.334  0.970  0.095  0.10
H  -3.737  -0.696  5.749  0.11
H  -5.815  4.631  -1.543  0.11
H  0.999  -4.507  -0.120  0.10
H  2.493  2.128  3.671  0.10
H  3.900  -3.354  -3.491  0.11
H  3.601  2.784  -3.922  0.12
H  -2.720  2.674  -2.923  0.13
H  5.257  -5.050  -2.316  0.11
H  4.140  -1.629  4.827  0.12
H  -4.800  -2.346  -1.202  0.12
H  -0.408  3.109  -3.010  0.14
H  -5.755  -0.912  -3.034  0.13
H  1.546  2.819  -1.476  0.12
H  -6.118  2.231  -1.035  0.12
H  -0.864  -3.680  4.373  0.11
H  1.579  0.390  -3.822  0.14
H  -0.569  0.011  2.956  0.08
H  2.473  3.926  2.418  0.12
H  0.336  -1.888  3.208  0.09
H  0.039  0.950  -4.433  0.14
H  -1.380  -1.015  5.060  0.11
H  -1.137  -5.896  3.303  0.11
H  -2.458  3.917  2.714  0.12
H  2.401  -1.874  -2.214  0.07
H  -0.544  -3.022  -0.950  0.09